74
Properties=species:S:1:pos:R:3:forces:R:3 method="wB97M-V/def2-TZVPD" charge=+1 homo_lumo_gap_ev=8.55
K 1.32682 0.76876 -0.07711 0.3 0.1 -0.2
N 4.27110 0.78621 -0.50355 -0.1 -0.1 0.1
C 4.92892 1.29345 0.71266 -0.1 0.1 0.1
C 3.93218 1.49852 1.84881 0.1 -0.2 -0.1
C 3.34622 0.19660 2.39146 -0.1 0.2 0.1
C 2.21843 0.41899 3.39531 0.1 -0.1 0.0
N 1.02045 0.97684 2.74623 0.1 0.1 0.0
H 4.11171 -0.21260 -0.40985 0.1 0.0 0.0
H 4.90303 0.88843 -1.28825 -0.1 0.0 -0.1
H 5.37784 2.25844 0.47340 0.0 0.0 -0.1
H 5.73556 0.63528 1.05495 0.0 0.0 0.0
H 3.13514 2.15732 1.48854 0.0 0.1 0.1
H 4.44691 2.02393 2.65702 -0.1 0.0 0.0
H 4.13514 -0.37224 2.88946 0.0 0.0 -0.1
H 2.95630 -0.42487 1.57855 0.1 -0.1 0.1
H 2.58224 1.04987 4.21457 0.0 0.0 0.0
H 1.94810 -0.54728 3.82295 -0.1 0.0 0.0
H 1.14137 1.97548 2.60077 0.0 0.0 0.1
H 0.23253 0.89379 3.37666 -0.1 0.0 -0.1
N -1.51271 3.39107 -0.45525 0.2 0.1 0.3
P -1.57641 1.66760 -0.32480 -0.9 0.1 -0.3
C -3.41126 1.60803 -0.28586 0.2 0.0 0.1
C -4.03952 1.35034 0.92964 0.0 -0.1 0.0
C -5.42023 1.44398 1.03835 0.0 0.0 0.0
C -6.17736 1.79579 -0.06789 0.0 0.0 0.0
C -5.55876 2.04335 -1.28677 0.0 0.0 -0.1
C -4.18062 1.95139 -1.39908 0.0 0.0 0.1
C -1.29439 1.15042 -2.06670 0.0 0.1 0.0
C -0.65761 1.97297 -2.99218 -0.1 0.0 0.0
C -0.49645 1.55467 -4.30703 0.0 0.0 0.0
C -0.96183 0.31026 -4.70320 0.0 0.0 0.0
C -1.57961 -0.52385 -3.78092 0.0 -0.1 0.0
C -1.73794 -0.11028 -2.46855 0.1 0.0 0.1
C -0.34112 4.09300 -0.30990 0.1 0.0 -0.1
C -0.33263 5.48899 -0.17176 0.0 0.0 0.0
C 0.88060 6.13726 -0.15196 -0.1 -0.1 0.0
C 2.05558 5.39434 -0.26104 0.1 0.0 0.0
C 1.94763 4.02497 -0.35327 0.1 0.1 0.1
N 0.77973 3.37022 -0.36634 -0.1 0.3 -0.1
H -2.36995 3.90468 -0.33362 -0.1 0.0 -0.1
H -3.44447 1.07154 1.79197 0.0 0.0 0.0
H -5.90635 1.24061 1.98358 0.0 0.0 0.0
H -7.25291 1.88035 0.01735 0.0 0.0 0.0
H -6.15190 2.30604 -2.15328 0.0 0.0 0.0
H -3.69959 2.14122 -2.34985 0.0 0.0 0.0
H -0.30636 2.95081 -2.69534 0.0 0.0 0.0
H -0.01307 2.20788 -5.02196 0.0 0.0 0.0
H -0.85259 -0.00789 -5.73172 0.0 0.0 0.0
H -1.94561 -1.49470 -4.08929 0.0 0.0 0.0
H -2.24021 -0.75646 -1.75558 0.0 0.0 0.0
H -1.26763 6.02771 -0.09308 0.0 0.0 0.0
H 0.92296 7.21412 -0.05610 0.0 0.0 0.0
H 3.02301 5.87523 -0.27030 0.0 0.0 0.0
H 2.83749 3.40505 -0.42142 0.0 0.0 0.0
N -2.85043 -9.13127 2.37129 0.0 0.1 0.0
C -2.22510 -8.24341 1.99616 -0.1 -0.2 0.1
C -1.44610 -7.13873 1.52470 0.2 0.2 -0.1
C -0.26213 -7.36266 0.82701 -0.1 0.0 0.1
C 0.48515 -6.29644 0.36473 0.1 0.1 -0.1
C 0.06406 -4.99025 0.59128 -0.2 -0.3 0.1
C -1.11648 -4.76815 1.29484 0.1 0.1 0.0
C -1.86654 -5.83155 1.75679 0.0 -0.1 0.0
N 0.82679 -3.89504 0.10806 0.0 0.1 0.0
C 2.00880 -3.95770 -0.60005 0.2 0.1 -0.1
C 2.36134 -2.67263 -0.86630 -0.1 -0.1 0.0
N 1.42846 -1.80953 -0.33798 0.0 -0.5 -0.1
C 0.52956 -2.57283 0.23096 0.0 0.2 0.0
H 0.07018 -8.37546 0.64771 0.0 0.0 0.0
H 1.39829 -6.50123 -0.17402 0.0 0.0 0.0
H -1.46367 -3.76419 1.49146 0.0 0.0 0.0
H -2.78285 -5.65245 2.30155 0.0 0.0 0.0
H 2.49792 -4.87821 -0.85694 0.0 0.0 0.0
H 3.21565 -2.31512 -1.41741 0.0 -0.1 0.0
H -0.34081 -2.18879 0.73670 0.0 -0.1 0.0